H18O9Xe as an isolated structure in a non-equilibrium geometry. Source: OMol25; level of theory: ωB97M-V with the def2-TZVPD basis set.

Geometry (Å):
H: -1.08 1.14 -3.76
H: -2.75 2.33 2.14
H: 3.80 -1.76 -0.40
H: -1.16 -3.32 2.50
H: 3.43 0.93 -0.34
H: -0.21 1.83 2.09
H: -3.75 1.20 1.97
O: -0.89 0.30 -4.17
O: -3.69 2.14 2.09
H: -3.00 -2.89 -0.18
H: 3.35 2.39 -0.73
O: 1.89 1.33 1.94
O: -3.85 -2.50 0.02
H: 1.10 -0.68 -3.27
H: -0.87 2.84 3.01
O: -0.99 2.38 2.18
O: -0.66 -2.89 1.80
H: -1.01 -3.25 0.99
H: -3.64 -1.64 0.38
H: 2.37 2.01 2.43
H: 1.54 0.15 -2.08
H: 2.15 1.46 1.03
Xe: -0.76 -0.01 -0.31
O: 2.81 1.64 -0.51
O: 3.24 -2.42 -0.82
H: 2.56 -1.91 -1.25
O: 1.79 -0.60 -2.61
H: -1.72 -0.18 -4.15

The total charge is 0. For the orbital gap, the calculation gives 0.387 Eh. The relative energy (zero: lowest compared OMol25 entry of this formula, charge and spin) comes out at 91.8 kJ/mol. The electronic energy is -1017.29140 a.u. Its highest occupied orbital energy is -10.69 eV. The LUMO energy is -0.1 eV. The spin multiplicity is 1.